i.
ORCA calculation (ωB97M-V/def2-TZVPD) on a structure of composition C31H34AsN3O6S3W.

```
79
Properties=species:S:1:pos:R:3
W 0.84135 0.65944 -0.86909
As 1.96362 -1.61883 -1.75468
S 2.30568 -1.39990 1.71102
S -0.56884 2.83362 -0.88024
S -1.54052 -0.35321 -1.61237
O 1.21386 1.09245 -2.47728
O 3.56350 -0.71397 1.51185
O 1.25230 -2.42144 -3.01469
O 3.66888 -1.29055 -2.29695
O 1.18067 -0.75749 0.98148
O 1.95794 -1.66973 3.09105
N -6.24667 1.55974 -5.02492
N -1.04501 -0.03887 -0.04989
N -5.25183 5.35086 -3.81714
C -4.23659 1.99222 -3.46696
C -3.64556 -2.66641 -0.82907
C 4.77367 1.75507 -0.13803
C -2.14783 -0.04243 3.46535
C -5.34773 1.75737 -4.33187
C 0.35368 1.58957 3.35548
C -1.65731 2.81923 2.45623
C -3.48289 0.92670 -2.98417
C 2.40961 -3.07541 -0.49318
C 2.71897 -5.46460 -0.29689
C -2.50887 -2.81527 0.20872
C 2.31815 1.54317 -0.02047
C -2.79934 3.48863 -2.22336
C 2.75083 -5.35295 1.08436
C -4.64826 4.42938 -3.48339
C -0.74121 1.60648 2.28994
C -1.54280 0.32405 2.27438
C 2.60716 -4.10885 1.68032
C -1.98967 2.42687 -1.78015
C 2.44878 -2.97830 0.88975
C 3.44390 2.48068 -0.39500
C -2.89200 -1.19870 3.57645
C -3.88865 3.29220 -3.05064
C 2.53337 -4.33228 -1.07670
C -2.39487 1.12054 -2.14432
C -1.70092 -0.47029 1.11341
C 3.34441 3.71044 0.52120
C 3.38854 2.93267 -1.85342
C -2.98826 -2.01208 2.46502
C -1.14580 -3.25361 -0.34763
C -2.40795 -1.69603 1.24021
H -0.25170 1.72041 1.32611
H -0.42378 -3.33110 0.46748
H 2.44059 -4.39731 -2.15486
H 3.47367 2.07733 -2.52255
H 3.42123 3.41799 1.56992
H 2.60307 -3.99360 2.75508
H 2.44161 3.42634 -2.07580
H -1.24325 -4.23591 -0.81345
H 2.32030 1.35895 1.06053
H 4.84176 0.86042 -0.75680
H -0.71391 -2.60157 -1.10257
H -3.37780 -3.13580 -1.77624
H 2.81488 -6.43713 -0.76542
H -2.18560 2.77993 3.41268
H 4.85347 1.43382 0.89898
H 4.20931 3.62788 -2.05740
H 2.39170 4.22255 0.37707
H -2.83049 -3.67188 0.81170
H -2.01895 0.59590 4.33178
H -3.89994 -1.62977 -1.02901
H 0.95299 2.50112 3.28444
H -2.52750 4.49513 -1.93493
H 2.87136 -6.23639 1.70053
H -0.06686 1.54898 4.36414
H -3.51981 -2.95549 2.54626
H -3.35061 -1.48378 4.51492
H 4.15160 4.41457 0.29885
H -4.55120 -3.15181 -0.45401
H -2.39408 2.85790 1.65334
H 1.00676 0.72629 3.23421
H 5.60705 2.42487 -0.37678
H -3.75873 -0.08270 -3.26245
H 3.56933 -0.84878 -3.14950
H -1.07597 3.74246 2.42009
```

* orbital gap: 6.90 eV
* charge: -2

***

ii.
ORCA calculation (ωB97M-V/def2-TZVPD) on a structure of composition C31H34AsN3O6S3W.

```
79
Properties=species:S:1:pos:R:3
W -0.21462 -0.37406 0.33485
As 1.48370 0.81008 3.18506
S -1.50761 -2.10512 1.89041
S 0.21594 -2.57880 -0.70594
S -1.45380 2.20610 1.91855
O 2.37715 1.88285 2.12312
O 2.51126 0.18328 4.28024
O -0.22660 1.99071 1.10907
O -2.26046 3.31864 1.47557
O 0.61959 -0.29473 2.24826
O -2.13916 0.93995 2.09510
N 1.16166 0.21161 -0.63549
N -3.21576 -7.25807 -2.72886
N -5.49502 -6.62645 0.62318
C -2.52183 -0.05196 -2.00570
C 1.40957 1.84806 -3.59806
C 3.64913 2.83995 -1.27376
C 3.61350 0.19919 -0.40412
C -3.39833 1.20825 -2.01626
C 1.41642 2.69015 -2.31583
C -1.21516 3.85641 5.58331
C 0.61524 2.30953 5.41074
C -2.97457 -6.42039 -1.97577
C -3.42559 -5.16428 0.10586
C 0.25763 2.01228 4.10008
C -1.55598 -0.02038 -3.18244
C -3.08273 -4.14775 0.98611
C -0.85320 2.64063 3.54312
C -1.58351 3.56278 4.27854
C -0.11922 3.22479 6.15226
C 3.40662 -2.08827 -1.38093
C -2.65050 -5.38152 -1.04602
C -4.57161 -5.98151 0.38533
C -1.97634 -3.31845 0.76273
C 3.20228 -1.84146 1.15735
C -1.54984 -4.56137 -1.28101
C 2.40352 0.80862 -0.82269
C -3.42946 -1.28553 -2.14571
C -1.20404 -3.54091 -0.40390
C 4.76522 0.97627 -0.33048
C -1.83117 -0.16690 -0.66897
C 0.02252 2.92722 -1.74436
C 4.78886 2.30729 -0.70048
C 2.47331 2.10740 -1.39250
C 3.79881 -1.28655 -0.13486
H 5.68910 2.90000 -0.59272
H 4.88227 -1.40461 -0.02611
H -3.68367 -3.98764 1.87158
H -4.12289 -1.35880 -1.30480
H -0.59969 3.41256 -2.50360
H 3.49350 -1.23642 2.01792
H -2.79434 2.10513 -1.87456
H 2.39277 1.88473 -4.07337
H 4.06842 -1.83366 -2.21345
H -0.83573 -0.83793 -3.10803
H -0.46032 2.00510 -1.43374
H -0.95302 -4.71953 -2.17042
H 3.47763 -3.16181 -1.19060
H 0.16942 3.44755 7.17268
H 0.66508 2.21642 -4.30965
H -2.43362 4.04001 3.80979
H 5.66863 0.50941 0.04613
H -2.59695 -0.22172 0.11850
H 2.11933 -1.90516 1.14252
H 0.06275 3.57410 -0.86754
H -2.83601 -2.20026 -2.17240
H -3.93186 1.29251 -2.96967
H 1.18603 0.80618 -3.37424
H 3.58202 -2.85603 1.31252
H -4.01061 -1.22117 -3.07192
H -1.78782 4.57747 6.15472
H 2.38448 -1.87709 -1.69033
H 1.80285 3.67564 -2.59877
H 3.66764 3.84798 -1.67490
H 1.47947 1.80671 5.82816
H -2.10282 -0.11293 -4.12717
H -4.13295 1.17247 -1.20885
H -1.01024 0.91789 -3.19985
H 1.76532 2.17534 1.42749
```

* orbital gap: 6.38 eV
* charge: -2

***

Which one sits at the top of the stability order? ii does.

***

i.
ORCA calculation (ωB97M-V/def2-TZVPD) on the molecule C3HCl3F2.

```
9
Properties=species:S:1:pos:R:3
Cl 1.95767 1.37480 -0.21767
Cl -0.41667 -2.12618 0.45798
Cl 1.14570 -0.76844 -1.96630
F -1.19036 1.70591 0.29229
F 0.40320 -0.09523 1.79941
C 1.19346 -0.13220 -0.40067
C -0.01507 -0.39031 0.53634
C -1.25679 0.37759 0.18110
H -1.82114 0.05405 -0.68247
```

* orbital gap (alpha / beta): 8.57 / 8.29 eV

***

ii.
ORCA calculation (ωB97M-V/def2-TZVPD) on a cluster of 2 separate species, C3HCl3F2 in total.

```
9
Properties=species:S:1:pos:R:3
Cl 2.79891 0.66177 0.07360
Cl 0.03357 -0.73696 -0.72725
Cl 3.72824 1.49866 2.68240
F 0.03222 0.54047 2.84364
F 2.53104 -2.12165 2.63528
C 2.12720 -0.86772 2.44387
C 2.52691 0.45660 1.79293
C 1.24520 0.07819 2.51672
H 1.16215 -1.18858 -0.67332
```

* orbital gap: 11.19 eV

***

Which one sits at the top of the stability order? i does.